{
  "formula": "C5H20N2O4",
  "method": "wB97M-V/def2-TZVPD",
  "symbols": ["H", "C", "N", "H", "C", "H", "N", "H", "H", "H", "H", "O", "H", "H", "H", "H", "H", "O", "H", "H", "H", "O", "H", "C", "H", "C", "H", "H", "O", "H", "C"],
  "coordinates": [[-1.0977, -2.2042, -1.9916], [0.1242, 1.0974, -0.8444], [-0.2791, -2.1340, 1.2093], [0.2458, -2.3623, 0.3355], [0.6826, 2.2239, -1.7925], [-0.8643, 3.4830, 2.1515], [0.4459, 0.1543, 1.3477], [-0.1960, -2.9742, 1.7469], [1.1923, 4.2326, -1.8291], [2.5648, -3.1107, -1.5162], [-0.5048, 0.2925, -1.2952], [1.7216, -3.1379, -1.0349], [-0.4240, 2.1225, 2.2875], [0.2362, -1.7798, -2.7650], [-0.6180, 1.7148, -0.3248], [-0.4711, -0.9209, 2.8102], [0.9982, -3.2056, -1.6830], [-2.8544, -0.8559, 0.6594], [-0.1692, 2.3080, -2.5524], [-3.6912, -1.0952, 1.0486], [1.9423, 1.0587, 0.4922], [-0.9320, 2.7820, 2.8047], [1.4837, 1.9082, -2.3966], [1.1264, 0.4160, 0.0482], [1.8757, 3.4286, -0.3696], [-0.1416, -0.9163, 1.7659], [0.1513, 3.9880, -0.5718], [-2.2369, -0.5288, 1.3394], [-0.3789, -2.5033, -2.5746], [1.4480, -0.5691, -0.3102], [1.0282, 3.5292, -1.0532]],
  "forces_ev_per_a": [[0.349, 0.217, -0.502], [-0.842, 1.054, -1.165], [2.645, 0.578, -1.873], [-0.424, 0.604, 0.071], [-2.386, -0.791, -0.001], [-0.397, 0.797, 0.251], [0.889, 0.429, -1.136], [-0.838, -0.365, 1.129], [0.946, 0.845, -0.608], [-0.451, -0.132, 0.232], [0.599, 0.691, -0.244], [0.214, 0.292, 0.337], [-0.237, -0.037, 0.885], [-0.651, 0.148, 0.054], [0.132, -0.506, 0.745], [-0.379, 0.359, -0.248], [0.176, -0.164, -0.179], [1.278, 0.180, -0.348], [1.030, 0.568, 1.064], [-0.313, 0.087, 0.505], [-0.459, -0.576, -1.482], [0.700, -0.785, -1.141], [1.341, -0.566, -0.533], [-0.014, 0.018, 3.105], [-0.154, 0.164, -0.181], [-0.703, -1.902, 1.591], [0.195, -0.547, 0.368], [-1.355, -0.118, -0.245], [-0.065, -0.151, 0.205], [0.361, 0.363, -0.402], [-1.189, -0.753, -0.255]],
  "total_charge": 1,
  "e_homo_ev": [-14.401, -14.388],
  "e_tot_ev": -16669.836,
  "multiplicity": 2,
  "s2": 0.77,
  "e_lumo_ev": [-3.80, -8.37],
  "de_lowest_kj_mol": 55.6
}

***

{
  "formula": "C17H17N5O2",
  "method": "wB97M-V/def2-TZVPD",
  "symbols": ["C", "H", "H", "H", "H", "H", "C", "C", "C", "H", "C", "H", "C", "H", "C", "N", "C", "C", "C", "O", "C", "N", "H", "H", "H", "N", "N", "N", "C", "C", "H", "H", "C", "H", "H", "C", "H", "C", "C", "O", "H"],
  "coordinates": [[-4.5262, -0.3117, -0.0953], [-4.6141, -3.5469, -0.2107], [3.7778, -1.6868, -0.5081], [7.7369, 1.7962, -0.1952], [4.2396, -1.0465, -2.0997], [5.2403, -1.0500, 1.4692], [0.6048, -1.9310, 0.3385], [-6.1234, 1.4961, -0.1837], [5.6743, -0.3589, 0.7745], [-2.9991, 2.7115, 0.1568], [4.0236, -0.7767, -1.0615], [-5.8599, -2.5695, 0.6044], [-3.8017, 1.9974, 0.0537], [1.9782, -0.3241, -1.4936], [-5.1084, 2.4285, -0.0555], [5.1939, -0.1809, -0.4792], [-0.2763, -0.8481, 0.3096], [-5.1519, -2.6007, -0.2301], [5.9963, 0.7610, -1.0617], [-1.1328, 1.1884, 0.2537], [2.8248, 0.1765, -1.0211], [1.3608, -2.7972, 0.3383], [3.0504, 1.0838, -1.5861], [3.2063, 1.2051, 0.8538], [-5.3346, 3.4833, -0.0398], [1.1730, 1.1957, 0.5380], [-1.6378, -0.9770, 0.1823], [6.7132, 0.3902, 1.0162], [-5.8379, 0.1419, -0.2036], [6.9282, 1.0971, -0.1236], [-7.1496, 1.8207, -0.2692], [5.8462, 1.0914, -2.0692], [-2.1162, 0.2198, 0.1548], [-5.6979, -2.5137, -1.1753], [1.1281, 2.1782, 0.3123], [0.0212, 0.5081, 0.3553], [-6.6491, -0.5613, -0.3046], [-3.4905, 0.6393, 0.0363], [2.4546, 0.5403, 0.4234], [-4.1614, -1.6079, -0.1086], [2.4145, -0.3709, 1.0254]],
  "forces_ev_per_a": [[0.120, 0.212, 0.011], [-0.078, 0.045, -0.006], [0.069, 0.027, -0.086], [0.146, 0.154, -0.115], [0.015, -0.072, 0.171], [-0.187, -0.223, 0.104], [0.312, -0.431, -0.037], [0.102, 0.077, 0.012], [-0.035, -0.114, 0.066], [0.043, 0.058, 0.006], [-0.628, 0.003, -0.270], [0.032, 0.016, -0.042], [-0.003, -0.217, -0.006], [-0.025, 0.024, -0.051], [-0.126, 0.102, -0.010], [0.352, 0.046, 0.117], [0.061, 1.675, -0.011], [-0.211, -0.168, -0.027], [0.148, 0.218, -0.138], [0.212, 0.104, 0.046], [0.121, -0.192, 0.259], [0.227, -0.229, 0.019], [-0.046, 0.000, -0.039], [-0.058, -0.121, 0.034], [-0.014, 0.087, 0.002], [-0.618, 0.532, -0.068], [-0.608, 0.227, -0.029], [0.217, -0.055, 0.584], [-0.029, -0.254, -0.009], [-0.100, 0.069, -0.231], [-0.083, 0.014, -0.007], [-0.054, 0.047, -0.216], [0.427, -1.091, 0.003], [0.024, 0.013, 0.051], [-0.006, -0.058, 0.037], [0.332, -0.874, 0.126], [-0.028, -0.095, -0.007], [-0.346, 0.242, -0.036], [0.242, -0.193, -0.255], [-0.059, 0.271, 0.004], [0.142, 0.126, 0.045]],
  "total_charge": 0,
  "e_homo_ev": -7.889,
  "e_tot_ev": -29449.602,
  "smiles": "COc1ccccc1-c1nc(C#N)c(NCCCn2ccnc2)o1",
  "e_lumo_ev": 0.49,
  "de_lowest_kj_mol": 55.6
}

***

{
  "formula": "C21H43N2P3SeW",
  "method": "wB97M-V/def2-TZVPD",
  "symbols": ["H", "C", "H", "C", "N", "W", "H", "H", "H", "H", "H", "C", "H", "H", "H", "H", "H", "H", "C", "Se", "C", "C", "H", "H", "H", "H", "N", "H", "H", "H", "C", "H", "H", "C", "H", "C", "H", "H", "C", "H", "C", "P", "C", "H", "C", "C", "C", "H", "H", "C", "H", "C", "P", "H", "C", "H", "C", "C", "C", "H", "P", "H", "H", "H", "H", "H", "H", "H", "H", "H", "H"],
  "coordinates": [[3.4279, 2.0825, 1.2938], [2.7415, -0.5319, -3.7987], [-0.8851, -0.7977, -2.6151], [-2.2584, 2.4833, 1.3823], [-1.3305, 1.8709, 0.6388], [-0.4282, -0.0977, 0.7441], [-1.4026, -1.0764, 5.1043], [-4.3270, -0.5172, 0.6342], [0.7210, 3.2549, 2.4679], [-2.7288, -3.1053, 0.3232], [-2.7138, 0.9981, 2.8438], [-2.4095, -2.6838, -0.6357], [-1.4590, -3.1586, -0.9052], [4.9952, 0.1881, -5.5223], [-3.2092, -2.4901, 2.1719], [2.5473, 1.7505, -6.6575], [-2.8386, 2.7184, 3.3914], [-0.7565, -3.2046, 3.9673], [2.5460, 1.7319, 0.7374], [1.1300, -1.9355, -0.0057], [-3.9296, -0.2476, -0.3533], [-2.9480, -1.6989, 2.8853], [-3.0880, 4.3941, 1.2619], [2.0695, 2.5870, 0.2385], [1.9201, 2.6047, 3.6448], [-3.1615, -2.9366, -1.3969], [-2.4466, 3.7284, 0.8800], [-0.2185, 2.4566, -1.1240], [-3.9393, 0.8481, -0.4430], [0.1424, -0.3427, 4.6041], [3.3050, -1.6969, -4.2949], [-1.6052, 4.8177, -0.8012], [2.8434, -0.9405, 2.2050], [-0.9238, -0.4216, 4.3587], [-4.0905, 2.0658, 2.3381], [3.4318, 1.5789, -6.0307], [2.4369, -3.7688, -1.7308], [-3.6494, -0.8661, 2.7582], [-1.6429, 3.9056, -0.2226], [-1.9316, 0.6323, -2.4579], [3.1967, -2.8759, -3.5451], [1.3921, 0.9980, 1.9420], [-3.0101, 2.0222, 2.5552], [3.7965, -0.3733, -6.8400], [-0.3863, -2.8145, 3.0069], [2.5348, -2.8466, -2.3113], [2.4593, -0.1537, 2.8685], [1.6165, 0.4916, -2.2876], [-4.5746, -0.6716, -1.1396], [-1.8836, -0.4563, -2.3167], [3.8272, 2.4224, -5.4480], [1.0093, 2.3800, 3.0689], [-1.1895, -1.1850, 2.7052], [2.8561, 0.9990, -0.0178], [-0.9439, 2.7492, -0.3867], [1.9396, -0.6327, 3.7078], [4.0919, 0.4008, -6.1086], [1.9864, -1.6409, -1.8150], [2.0582, -0.4726, -2.5755], [0.7048, -2.7201, 3.0642], [-2.2318, -0.8766, -0.5793], [3.3013, 0.4403, 3.2530], [-3.0759, -2.0980, 3.9039], [-0.6459, -3.5288, 2.2156], [0.1896, 2.1163, 3.7521], [3.8425, -1.7248, -5.2333], [0.7599, -0.3630, -0.5191], [-2.6368, -0.9356, -2.9612], [-1.3801, 0.5728, 4.4403], [3.6497, -3.7848, -3.9184], [2.8104, 0.3833, -4.3599]],
  "forces_ev_per_a": [[-0.175, -0.015, -0.258], [-0.389, -0.543, 0.742], [-0.202, -0.046, 0.027], [0.267, 1.350, -0.850], [-0.350, -0.337, 0.520], [1.254, 2.128, -2.791], [0.154, 0.129, -0.354], [0.055, -0.011, -0.337], [0.099, -0.200, 0.236], [0.017, 0.123, -0.246], [-0.327, 0.696, -0.109], [-0.027, -0.412, -0.002], [-0.196, 0.158, -0.030], [-0.353, 0.216, -0.164], [0.091, 0.234, 0.229], [0.188, -0.020, 0.389], [-0.004, -0.357, -0.097], [0.129, 0.060, -0.304], [0.039, 0.171, -0.027], [0.391, -1.003, 0.057], [-0.058, 0.169, 0.141], [-0.363, 0.260, -0.458], [-0.340, 0.474, 0.118], [0.169, -0.161, 0.132], [-0.354, 0.077, -0.111], [0.138, 0.052, 0.215], [0.709, -1.163, -0.323], [0.049, 0.179, -0.105], [0.009, -0.279, -0.046], [-0.328, -0.017, -0.085], [-0.191, -0.529, 0.802], [-0.136, -0.051, 0.140], [-0.066, 0.278, 0.153], [0.150, 0.613, -0.011], [0.321, -0.228, 0.125], [-1.155, 2.834, -0.470], [0.141, 0.302, -0.180], [0.111, -0.239, 0.071], [0.336, -0.148, -0.260], [-0.069, -0.238, -0.001], [-0.212, 0.587, 0.296], [1.427, 0.818, 0.960], [-0.250, -0.319, 0.509], [0.086, 0.544, 0.346], [-0.070, -0.007, 0.056], [0.010, 0.215, -0.002], [0.139, 0.056, 0.137], [0.190, -0.488, 0.112], [0.188, 0.120, 0.302], [0.220, 0.289, -0.252], [-0.199, -0.366, -0.144], [-0.024, -0.114, -0.050], [0.266, -3.334, 2.853], [0.006, 0.122, 0.235], [-0.535, 0.233, 0.602], [0.206, 0.192, -0.225], [1.970, -2.618, -0.887], [-0.157, -0.936, -0.074], [0.058, 0.042, -0.058], [-0.219, 0.009, -0.020], [-2.718, -0.975, -1.792], [-0.153, -0.283, 0.024], [0.190, 0.131, -0.326], [0.054, 0.146, 0.141], [0.338, 0.143, -0.143], [-0.102, -0.173, 0.115], [-0.533, 1.167, 0.577], [0.200, 0.151, 0.202], [0.134, -0.261, 0.050], [-0.123, -0.083, 0.102], [-0.123, 0.485, -0.123]],
  "total_charge": 4,
  "e_homo_ev": [-19.661, -19.464],
  "e_tot_ev": -120449.908,
  "multiplicity": 3,
  "s2": 2.36,
  "e_lumo_ev": [-13.58, -15.18]
}

***

{
  "formula": "C5H10N3O3S",
  "method": "wB97M-V/def2-TZVPD",
  "symbols": ["O", "H", "N", "H", "C", "O", "H", "C", "N", "H", "N", "H", "H", "H", "C", "H", "S", "C", "O", "C", "H", "H"],
  "coordinates": [[1.4371, 0.5174, 1.6974], [3.0913, -1.4633, -0.0953], [-0.3308, 0.8717, -0.5481], [1.0818, -0.4598, -2.8484], [-1.3343, 0.8354, 0.2821], [2.6091, -1.1808, 0.6143], [-1.7882, 2.7624, 0.0302], [0.7262, 0.0188, -0.7137], [1.2454, 0.2009, -1.9925], [-1.1827, -0.1513, 2.2502], [-2.1819, 1.8623, 0.3521], [-2.8585, 1.8411, 1.0783], [-0.4506, 1.5216, -1.3469], [-2.8267, -0.4439, 1.3377], [-0.1254, -1.7522, -0.2186], [2.2583, 0.4883, -1.9374], [2.0429, 0.2959, 0.4569], [-1.1500, -1.6168, 0.5899], [3.0480, 1.1505, -0.0451], [-1.6838, -0.3240, 1.1632], [0.3817, -2.6596, -0.6895], [-2.0090, -2.3147, 0.5831]],
  "forces_ev_per_a": [[-1.190, 0.805, 1.595], [2.422, -1.185, -3.141], [-2.202, 2.481, -0.883], [0.077, 1.471, 2.639], [-1.766, -0.225, 1.868], [-2.128, 1.416, 2.691], [-0.962, -0.560, 0.358], [-0.239, -4.826, 0.121], [1.982, -1.229, -2.923], [-1.091, -0.256, -2.440], [1.974, 0.671, -1.240], [-0.591, 0.251, 0.377], [0.492, -0.184, 0.704], [1.996, 0.658, -0.412], [2.505, 1.811, -1.127], [-1.477, -0.399, -0.477], [0.616, -1.878, 0.959], [-1.818, -0.057, -1.064], [0.392, 0.491, -0.887], [0.769, -0.136, 2.202], [-1.041, 1.536, 0.628], [1.281, -0.654, 0.450]],
  "total_charge": 1,
  "e_homo_ev": -13.621,
  "e_tot_ev": -26785.580,
  "e_lumo_ev": -3.86,
  "de_lowest_kj_mol": 249.0
}

***

What is the formula in the fourth record?
C5H10N3O3S